(one)
Here is C2H4ClN2P as an isolated structure from the OMol25 dataset. Energies are from ωB97M-V/def2-TZVPD.

Atoms and positions in Å:
C (-0.1070, -0.6037, 1.1418)
C (0.3739, -0.6778, -0.3354)
N (-0.4807, 0.4223, 1.6388)
N (0.1150, 0.5067, -0.9630)
P (-0.6345, 1.7648, -0.1164)
Cl (1.5583, 1.3875, -1.7650)
H (0.0002, -1.5216, 1.7752)
H (1.3636, -0.9622, -0.3373)
H (-0.2429, -1.4017, -0.9206)
H (-1.9460, 1.0857, -0.1181)

## Properties
Orbital gap (spin up / spin down) in eV: 6.856 / 6.524
LUMO level (spin up / spin down) in eV: -0.1384 / -2.8046
Highest occupied orbital energy (spin up / spin down) in eV: -6.99 / -9.33
Spin multiplicity: 3
Total charge: 0

(two)
Here is one molecule with the formula C2H4ClN2P from the OMol25 dataset. Energies are from ωB97M-V/def2-TZVPD.

Atoms and positions in Å:
C (1.0857, 0.1616, -0.0309)
C (0.0711, -0.4840, 0.8735)
N (0.6850, 0.5666, -1.3250)
N (-1.6955, 0.0050, -0.4752)
P (-0.8471, 0.6287, -1.7022)
Cl (0.3128, -2.1513, 0.9652)
H (1.3310, 1.1802, 0.3810)
H (1.9362, -0.4735, -0.2290)
H (-0.5139, -0.1191, 1.7229)
H (-2.3652, 0.6857, -0.1803)

## Properties
Orbital gap (spin up / spin down) in eV: 7.229 / 7.034
LUMO level (spin up / spin down) in eV: 0.1243 / -2.7035
Highest occupied orbital energy (spin up / spin down) in eV: -7.10 / -9.74
Spin multiplicity: 3
Total charge: 0

Winner for stability: (two)

(one)
Here is one molecule with the formula C10H10N2O2 from the OMol25 dataset. Energies are from ωB97M-V/def2-TZVPD.

Atoms and positions in Å:
C (-2.6497, 0.9370, -0.0620)
C (-3.5486, -0.1736, -0.0764)
C (-3.0305, -1.3908, -0.2005)
C (-0.7360, -0.6565, -0.0692)
C (1.6149, -0.3196, 0.9733)
C (2.6850, -1.1152, 0.4633)
C (3.7107, -0.7220, -0.4844)
C (3.5560, 0.6196, -0.7965)
C (2.5370, 1.5301, -0.1947)
C (1.6865, 1.0685, 0.7041)
H (-0.6535, 1.3792, -0.0356)
H (-4.5868, 0.0844, -0.2282)
H (-3.5999, -2.2762, -0.3049)
H (-1.4146, -2.5785, -0.2663)
H (1.0703, -0.7817, 1.8176)
H (2.6073, -2.2158, 0.8262)
H (4.3080, -1.5269, -0.8374)
H (4.4907, 1.3181, -1.1804)
H (2.6347, 2.6084, -0.5386)
H (1.1553, 1.9014, 1.3535)
N (-1.2774, 0.5914, 0.0029)
N (-1.7207, -1.6440, -0.1880)
O (-2.9769, 2.1413, -0.0161)
O (0.4799, -0.7926, -0.0904)

## Properties
Orbital gap in eV: 6.629
LUMO level in eV: -0.0070
Highest occupied orbital energy in eV: -6.64
Spin multiplicity: 1
Total charge: 0

(two)
Here is a 2-piece molecular cluster, C10H10N2O2 overall from the OMol25 dataset. Energies are from ωB97M-V/def2-TZVPD.

Atoms and positions in Å:
O (2.3886, -2.1008, 1.4994)
C (2.0806, -0.8876, 1.2753)
C (1.6180, 0.0527, 2.3138)
C (1.6278, 1.4269, 2.1523)
N (2.1078, 1.8899, 0.9088)
C (2.0323, 1.1063, -0.0488)
O (2.0684, 1.5659, -1.2053)
N (2.2602, -0.3262, 0.1072)
H (1.1757, -0.3392, 3.2436)
H (0.9542, 2.1879, 2.8268)
H (1.4860, 2.7938, 0.6730)
H (2.0871, -0.8286, -0.8254)
C (-2.7311, 0.4250, -0.1888)
C (-2.8460, -0.9447, 0.0953)
C (-2.6554, -1.8493, -0.8347)
C (-2.6998, -1.4335, -2.1430)
C (-2.7871, -0.0492, -2.5037)
C (-2.8090, 0.9355, -1.4834)
H (-2.8957, 1.0590, 0.6159)
H (-2.9948, -1.2941, 1.1323)
H (-2.5176, -2.9132, -0.7332)
H (-2.5025, -2.2089, -2.9080)
H (-3.0427, 0.2517, -3.5637)
H (-2.9632, 1.9334, -1.7317)

## Properties
SMILES: O=c1cc[nH]c(=O)[nH]1.c1ccccc1
Orbital gap in eV: 9.324
LUMO level in eV: 0.0198
Highest occupied orbital energy in eV: -9.30
Spin multiplicity: 1
Total charge: 0

Winner for stability: (two)